Formula: C3H6N4O
Source: OMol25
Level of theory: ωB97M-V/def2-TZVPD

Calculated values
Kohn-Sham gap, eV: 8.41
Energy relative to the best compared isomer or geometry (same formula, charge and spin), kJ/mol: 722.5
Lowest unoccupied orbital energy, eV: 0.38
E_HOMO, eV: -8.0

The geometry in ORCA input format:
```
! RIJCOSX wB97M-V def2-TZVPD def2/J DEFGRID3
* xyz 0 1
C -0.38 -0.38 -0.34
C 0.11 1.06 -0.51
C 1.37 1.05 -0.04
H -2.50 -0.18 1.51
H -3.40 0.26 -0.08
H -1.86 -1.85 -0.21
H -0.54 2.06 -0.29
H 2.01 1.83 0.01
H 3.69 -1.43 -0.10
N -2.44 0.15 0.48
N -1.71 -0.81 -0.36
N 1.82 -0.30 -0.18
N 0.70 -1.04 -0.25
O 3.13 -0.42 0.37
*
```

For each atom in turn, the Mulliken charge in e is: 0.4748, -0.4748, -0.4738, 0.2418, 0.2500, 0.2760, 0.2183, 0.4668, 0.3782, -0.4866, -0.2521, 0.5710, -0.6591, -0.5304

=====

Formula: C24H45Br2N3O5P
Source: OMol25
Level of theory: ωB97M-V/def2-TZVPD

Calculated values
Kohn-Sham gap, eV: 6.38
Lowest unoccupied orbital energy, eV: -4.41
E_HOMO, eV: -10.8

The geometry in ORCA input format:
```
! RIJCOSX wB97M-V def2-TZVPD def2/J DEFGRID3
* xyz 1 1
C -6.02 4.48 1.60
C -5.36 3.68 0.40
P -3.51 4.00 0.50
C -2.88 5.07 -0.90
C -1.32 4.99 -1.11
C -2.55 2.36 0.58
N -1.73 2.24 1.63
N -1.09 1.11 1.73
C -0.18 1.01 2.92
O 1.12 1.13 2.41
C 2.10 1.29 3.46
C -1.13 0.01 0.94
C -0.32 -1.26 1.25
Br 1.53 -1.48 0.74
C -0.97 -2.23 1.94
C -2.46 -2.05 2.40
Br -0.13 -3.91 2.44
C -1.99 0.06 -0.25
C -2.08 -1.17 -1.18
C -0.77 -1.41 -2.07
C -1.06 -2.46 -3.22
C -0.25 -0.05 -2.70
C -2.76 1.31 -0.45
C -3.75 1.47 -1.64
O -3.49 2.59 -2.50
N -2.24 2.51 -3.09
O -2.28 3.06 -4.12
H -5.80 3.89 2.53
H -7.11 4.63 1.47
H -5.49 5.46 1.75
H -5.50 2.59 0.64
H -5.82 3.92 -0.59
H -3.42 4.93 -1.87
H -3.10 6.13 -0.60
H -0.75 5.09 -0.16
H -0.99 4.12 -1.72
H -1.05 5.91 -1.71
H -0.38 0.08 3.51
H -0.38 1.89 3.59
H 2.70 0.37 3.63
H 1.58 1.53 4.42
H 2.79 2.13 3.23
H -2.53 -1.10 3.00
H -3.16 -1.95 1.54
H -2.75 -2.88 3.09
H -2.12 -2.07 -0.50
H -3.01 -1.22 -1.79
H 0.00 -1.82 -1.38
H -0.72 -3.46 -2.85
H -2.12 -2.47 -3.54
H -0.38 -2.19 -4.07
H -1.13 0.42 -3.20
H 0.50 -0.28 -3.49
H 0.16 0.57 -1.86
H -3.64 0.55 -2.27
H -4.81 1.49 -1.31
C 3.40 -5.13 -3.24
C 2.29 -4.25 -3.80
C 2.56 -3.89 -5.25
O 2.18 -3.06 -3.02
H 4.36 -4.61 -3.26
H 3.20 -5.38 -2.19
H 3.49 -6.06 -3.81
H 1.33 -4.78 -3.72
H 3.49 -3.32 -5.34
H 1.76 -3.25 -5.64
H 2.62 -4.78 -5.88
H 3.02 -2.59 -3.08
C 6.44 -1.83 4.70
C 5.34 -0.96 4.13
C 5.62 -0.59 2.68
O 5.21 0.23 4.91
H 7.40 -1.30 4.69
H 6.23 -2.08 5.75
H 6.55 -2.76 4.14
H 4.38 -1.49 4.20
H 6.54 -0.02 2.60
H 4.82 0.04 2.29
H 5.70 -1.48 2.06
H 6.05 0.70 4.86
*
```

For each atom in turn, the Mulliken charge in e is: -1.0519, -0.3888, -0.1447, -0.4752, -1.0984, 0.0573, -1.4140, 1.2740, -0.6354, -0.3195, -0.6781, 0.3088, -0.9016, 0.0268, 0.3152, -0.7913, -0.0927, 1.2719, -1.3863, 1.2483, -1.2636, -1.2816, 0.4599, -1.0792, -0.1995, 0.3736, -0.4486, 0.2820, 0.3588, 0.3325, 0.2603, 0.4191, 0.4008, 0.5086, 0.3158, 0.1855, 0.3918, 0.3236, 0.5648, 0.1139, 0.3691, 0.2783, 0.2222, 0.1846, 0.4519, 0.2476, 0.6447, -0.2704, 0.2596, 0.4055, 0.2349, 0.2424, 0.5450, 0.2546, 0.3092, 0.3977, -1.4403, 0.5055, -1.2767, -0.3942, 0.3683, 0.3351, 0.3911, 0.2415, 0.3449, 0.3019, 0.3851, 0.2684, -1.4387, 0.4580, -1.1022, -0.5468, 0.3620, 0.3476, 0.3686, 0.2865, 0.3736, 0.2464, 0.3392, 0.3553

=====

Formula: H29O15
Source: OMol25
Level of theory: ωB97M-V/def2-TZVPD

Calculated values
Kohn-Sham gap, eV: 8.11
Energy relative to the best compared isomer or geometry (same formula, charge and spin), kJ/mol: 509.2
Lowest unoccupied orbital energy, eV: 2.07
E_HOMO, eV: -6.0

The geometry in ORCA input format:
```
! RIJCOSX wB97M-V def2-TZVPD def2/J DEFGRID3
* xyz -1 1
O 2.71 4.69 -0.33
H 1.92 5.08 -0.59
H 2.58 -1.95 0.48
O -2.77 -4.66 1.05
H -2.71 -4.76 0.12
H -2.14 -4.18 1.48
O 3.04 -2.77 0.43
H 2.36 1.55 -4.43
H 2.31 -0.20 -0.10
O -1.28 -2.38 2.29
H -0.75 -1.62 2.08
H -1.92 -1.91 2.82
O 2.09 -2.72 -3.16
H 2.77 -3.19 -2.77
H 1.72 0.45 1.70
O -0.88 0.35 2.25
H -0.13 2.68 -0.41
H -1.11 1.29 1.88
O 1.52 1.49 -4.41
H 2.02 -1.83 -2.84
H 1.09 2.13 -4.99
O -2.27 -1.10 -0.18
H -2.08 -1.28 0.74
H 2.43 3.78 -0.02
O -2.11 2.10 -2.74
H -2.05 2.04 -1.83
H -2.98 1.83 -3.00
O 0.80 2.65 -0.29
H 1.04 1.68 -0.50
O -5.51 -1.42 0.71
H -5.51 -0.98 -0.19
H -4.46 -1.86 0.73
O 0.76 4.55 -2.14
H -0.04 4.92 -1.82
H 1.31 4.01 -1.61
O 2.06 0.81 2.59
H 2.13 1.70 2.28
H -1.52 -0.80 -0.52
O 1.69 -0.43 0.36
H -0.08 0.30 1.74
H 3.32 -3.15 1.26
O 0.06 -2.32 4.23
H -0.18 -2.85 3.51
H 0.75 -1.75 4.12
*
```

For each atom in turn, the Mulliken charge in e is: -0.6483, 0.3232, 0.4731, -0.6129, 0.2960, 0.3307, -0.6463, 0.2530, 0.1276, -0.7311, 0.3044, 0.3802, -0.6212, 0.3044, 0.3054, -0.6035, 0.1808, 0.2480, -0.5476, 0.3103, 0.2905, -0.6081, 0.4077, 0.4123, -0.5608, 0.2710, 0.2930, -0.6487, 0.3001, -0.6722, 0.3114, 0.3618, -0.6379, 0.2785, 0.3993, -0.6313, 0.3120, 0.2294, -1.0234, 0.1849, 0.2687, -0.6260, 0.3778, 0.2841

=====

Formula: C2H8N2S2
Source: OMol25
Level of theory: ωB97M-V/def2-TZVPD

Calculated values
Kohn-Sham gap (spin up / spin down), eV: 7.82 / 7.76
Energy relative to the best compared isomer or geometry (same formula, charge and spin), kJ/mol: 460.5
Lowest unoccupied orbital energy (spin up / spin down), eV: 0.00 / -0.10
E_HOMO (spin up / spin down), eV: -7.8 / -7.9

The geometry in ORCA input format:
```
! RIJCOSX wB97M-V def2-TZVPD def2/J DEFGRID3
* xyz 0 1
C 0.97 -1.66 -0.26
C 0.02 1.83 0.55
N 0.11 -0.74 -0.92
N -0.47 0.64 1.21
S -1.48 -1.13 -1.13
S -2.06 0.44 0.98
H 1.73 -1.03 0.31
H 0.47 -2.20 0.45
H 1.54 -2.22 -0.99
H -0.40 1.90 -0.45
H -0.17 2.86 1.19
H 1.05 1.74 0.41
H -1.80 0.02 -1.90
H -2.17 -0.86 1.27
*
```

For each atom in turn, the Mulliken charge in e is: -0.7338, -0.6805, -0.2223, -0.2419, -0.1316, -0.0732, 0.2105, 0.3494, 0.3160, 0.3157, 0.2219, 0.2709, 0.2067, 0.1921

=====

Formula: C20H46O2P4Ru
Source: OMol25
Level of theory: ωB97M-V/def2-TZVPD

Calculated values
Kohn-Sham gap (spin up / spin down), eV: 7.15 / 4.87
Lowest unoccupied orbital energy (spin up / spin down), eV: -8.61 / -13.03
E_HOMO (spin up / spin down), eV: -15.8 / -17.9
⟨S²⟩: 8.783

The geometry in ORCA input format:
```
! RIJCOSX wB97M-V def2-TZVPD def2/J DEFGRID3
* xyz 3 6
Ru 0.01 -0.03 -1.22
P 1.42 0.82 0.42
P -0.91 1.91 -1.71
P 1.80 -0.49 -2.48
H -1.53 -2.30 -0.43
C -0.45 -2.41 -0.56
C 0.41 -2.10 0.47
H 0.01 -1.75 1.42
C 0.59 1.07 2.05
C 2.16 2.49 0.15
C 2.94 -0.07 0.95
C -2.64 1.52 -2.06
C -1.16 3.24 -0.48
C -0.21 2.70 -3.17
C 2.66 -2.01 -1.97
C 3.12 0.76 -2.65
C 1.44 -0.81 -4.24
H -0.13 -2.99 -1.43
H 1.46 -2.40 0.42
H 0.42 0.09 2.52
H -0.38 1.56 1.90
H 1.22 1.68 2.72
H 1.38 3.26 0.09
H 2.75 2.52 -0.76
H 2.81 2.74 1.00
H 2.70 -1.09 1.24
H 3.37 0.44 1.83
H 3.70 -0.09 0.17
H -3.06 2.29 -2.72
H -3.19 1.44 -1.12
H -2.69 0.54 -2.55
H -1.96 3.88 -0.86
H -0.26 3.85 -0.34
H -1.49 2.80 0.47
H -0.93 3.45 -3.52
H -0.05 1.96 -3.96
H 0.74 3.18 -2.92
H 3.28 -2.36 -2.80
H 1.93 -2.80 -1.71
H 3.29 -1.83 -1.09
H 3.73 0.52 -3.53
H 3.78 0.78 -1.78
H 2.69 1.76 -2.80
H 2.33 -1.24 -4.71
H 1.16 0.12 -4.75
H 0.61 -1.52 -4.35
C -2.02 -1.52 -4.15
C -2.98 -0.75 -4.83
C -3.46 -1.16 -6.08
C -2.94 -2.30 -6.69
C -1.93 -3.03 -6.06
C -1.48 -2.66 -4.79
O -1.76 -1.25 -2.83
H -0.76 -0.81 -2.50
H -3.37 0.16 -4.37
H -4.24 -0.57 -6.56
H -3.33 -2.62 -7.66
H -1.51 -3.90 -6.55
H -0.71 -3.24 -4.27
C -4.65 -0.66 1.22
P -3.02 -0.19 1.81
C -3.25 1.16 2.99
C -2.37 -1.58 2.77
O -2.08 0.19 0.68
H -4.54 -1.48 0.50
H -5.11 0.19 0.73
H -5.27 -0.98 2.06
H -4.04 0.90 3.71
H -2.32 1.35 3.54
H -3.55 2.07 2.45
H -1.52 -1.25 3.38
H -3.16 -1.98 3.42
H -2.03 -2.37 2.07
*
```

For each atom in turn, the Mulliken charge in e is: -0.0877, 0.3083, 1.5491, 1.2140, 0.3332, -0.7937, -0.4866, -0.0012, -0.6713, -1.0876, -1.2194, -0.6306, -1.4063, -1.2086, -1.4516, -1.3401, -0.8962, 0.4434, 0.5969, 0.2579, -0.1502, 0.6233, 0.2010, 0.3275, 0.5205, 0.3354, 0.5313, 0.3673, 0.6567, 0.1307, -0.4544, 0.5147, 0.4471, 0.2088, 0.5072, 0.2640, 0.2992, 0.5334, 0.2906, 0.2847, 0.5506, 0.4205, 0.2946, 0.5996, 0.3610, -0.0370, 0.6290, -0.2265, -0.5320, -0.7110, -0.5424, 0.1617, -0.3088, 0.3043, 0.4950, 0.4694, 0.4567, 0.4651, 0.4964, -1.1653, 1.0965, -1.1948, -1.1044, -1.2637, 0.3404, 0.3746, 0.4476, 0.4612, 0.3601, 0.3338, 0.3185, 0.4736, 0.3150

=====

Formula: C3H9NS2
Source: OMol25
Level of theory: ωB97M-V/def2-TZVPD

Calculated values
Kohn-Sham gap, eV: 9.48
Energy relative to the best compared isomer or geometry (same formula, charge and spin), kJ/mol: 65.8
Lowest unoccupied orbital energy, eV: 0.61
E_HOMO, eV: -8.9
SMILES: NCCCSS

The geometry in ORCA input format:
```
! RIJCOSX wB97M-V def2-TZVPD def2/J DEFGRID3
* xyz 0 1
S 1.76 -1.06 1.19
S -0.20 -1.33 0.91
C -0.88 0.25 0.32
C -1.17 0.22 -1.18
C -0.37 1.30 -1.95
N -0.64 2.73 -1.53
H 1.98 -0.33 2.29
H -1.82 0.40 0.85
H -0.27 1.07 0.69
H -0.97 -0.74 -1.65
H -2.21 0.41 -1.45
H 0.66 1.16 -1.68
H -0.52 1.24 -3.03
H -1.17 2.69 -0.66
H -1.39 3.04 -2.15
*
```

For each atom in turn, the Mulliken charge in e is: -0.2114, -0.0549, -0.7370, -0.4898, -0.6580, -0.6264, 0.1392, 0.3189, 0.4556, 0.4066, 0.2857, 0.3000, 0.3811, 0.2299, 0.2603

=====

Number 1: E_tot -11209.288 eV. Number 2: E_tot -189686.436 eV. Number 3: E_tot -31180.943 eV. Number 4: E_tot -26849.671 eV. Number 5: E_tot -65289.308 eV. Number 6: E_tot -26416.995 eV.